Here is 6 unconnected molecules or ions with the total composition C54H114N6O6 in a non-equilibrium geometry from OMol25. Energies are from ωB97M-V with the def2-TZVPD basis set.

Its SMILES is CC1(C)CCCC(C)(C)N1O.CC1(C)CCCC(C)(C)N1O.CC1(C)CCCC(C)(C)N1O.CC1(C)CCCC(C)(C)N1O.CC1(C)CCCC(C)(C)N1O.CC1(C)CCCC(C)(C)N1O. Its energy above the lowest of the compared OMol25 structures with the same formula, charge and spin is 65.7 kcal per mole. The total energy is -2905.562274 hartree. The calculation puts the HOMO-LUMO gap at 8.4055 eV. The charge is 0. The HOMO energy is -7.93 eV.

```
180
C54H114N6O6, DFT ωB97M-V with the def2-TZVPD basis set
C -10.01748 -8.72308 15.58344
C -11.14479 -8.63721 14.53552
C -12.44029 -8.05295 15.10293
C -12.30858 -6.58672 15.39191
C -12.04335 -5.80707 14.11321
C -10.78822 -6.34554 13.35093
N -10.88069 -7.82905 13.32577
O -9.76869 -8.42479 12.68355
C -10.95683 -5.88130 11.90541
C -9.45278 -5.85140 13.92504
C -11.48188 -10.06850 14.12338
H -9.11321 -8.95623 15.01469
H -10.12452 -9.61061 16.20790
H -9.91818 -7.82220 16.18184
H -13.24791 -8.25038 14.38690
H -12.82892 -8.66125 15.92610
H -11.43017 -6.39463 16.02000
H -13.14266 -6.20927 15.98712
H -11.77710 -4.77389 14.34344
H -12.92650 -5.87768 13.47855
H -10.25188 -6.38406 11.23779
H -11.93825 -6.09907 11.47532
H -10.86460 -4.80899 11.72003
H -9.46155 -4.83022 14.31749
H -9.25246 -6.44666 14.81775
H -8.56424 -5.92468 13.30074
H -12.23297 -10.11378 13.33201
H -11.87577 -10.62540 14.97409
H -10.61102 -10.60047 13.73713
H -9.91360 -8.38380 11.73300
C -10.33699 -0.80495 18.90846
C -11.67187 -0.30108 18.38308
C -12.71523 -1.40988 18.71969
C -14.16656 -0.99665 18.63784
C -14.37685 0.24007 19.52851
C -13.46515 1.39982 19.19869
N -12.08507 0.86527 19.18692
O -11.12753 1.91488 19.05207
C -13.87095 2.13856 17.89392
C -13.56946 2.42425 20.33695
C -11.64558 0.01468 16.90860
H -10.23428 -0.60125 19.97452
H -9.48135 -0.40743 18.35936
H -10.26148 -1.88827 18.78520
H -12.46127 -2.26357 18.08547
H -12.51106 -1.69147 19.75664
H -14.76977 -1.77431 19.10926
H -14.49826 -0.75992 17.62528
H -14.38172 -0.04526 20.58251
H -15.42595 0.51693 19.36478
H -14.43388 1.47333 17.23529
H -14.49776 3.02575 18.03653
H -13.06574 2.62156 17.33363
H -13.06724 3.33110 19.99380
H -14.61467 2.69205 20.50304
H -13.15725 2.13769 21.30435
H -12.55930 0.48847 16.55362
H -11.61593 -0.91987 16.34380
H -10.80696 0.69302 16.74820
H -10.61054 1.79203 19.85581
C -19.82821 0.27542 19.48461
C -19.56000 0.14564 17.95821
C -18.03458 0.00297 17.86191
C -17.57233 -0.59185 16.55123
C -18.35310 -1.83412 16.08579
C -19.91220 -1.68920 16.22855
N -20.25978 -1.03096 17.49627
O -21.65016 -0.88280 17.61577
C -20.37213 -0.88809 14.98493
C -20.45726 -3.12816 16.22391
C -19.98996 1.46770 17.30109
H -19.25678 1.05267 19.99214
H -19.65966 -0.66981 20.00845
H -20.88155 0.47810 19.69946
H -17.47937 0.92160 18.05080
H -17.78115 -0.66629 18.69138
H -16.53639 -0.92954 16.67021
H -17.51895 0.17373 15.77033
H -17.99184 -2.63005 16.74190
H -18.15805 -2.06024 15.04007
H -19.91486 0.09077 14.94645
H -20.19187 -1.51050 14.10622
H -21.46396 -0.86262 15.03791
H -20.20340 -3.56307 17.18964
H -21.52388 -3.12347 15.98469
H -20.05871 -3.77702 15.44121
H -21.05937 1.67537 17.25145
H -19.65675 1.48901 16.26027
H -19.52121 2.37652 17.68500
H -21.91560 -1.52951 18.27867
C -12.94419 -0.25209 9.88177
C -13.07397 -1.10749 11.16364
C -11.94033 -0.66007 12.11678
C -12.30670 -0.84640 13.56817
C -13.62592 -0.21316 13.94744
C -14.79940 -0.73887 13.05743
N -14.42875 -0.80918 11.63362
O -15.43913 -1.22191 10.76140
C -15.26843 -2.05638 13.66749
C -15.82774 0.39373 13.09772
C -12.89415 -2.62363 10.85132
H -13.14127 0.78118 10.16324
H -13.57448 -0.60146 9.05861
H -11.97254 -0.34978 9.38568
H -11.00081 -1.17838 11.92687
H -11.75502 0.40036 11.91612
H -11.63504 -0.40698 14.31068
H -12.23345 -1.92607 13.75197
H -13.44874 0.86885 13.93522
H -13.83346 -0.34098 15.01254
H -15.97441 -2.54142 12.98745
H -14.40027 -2.70024 13.80694
H -15.84535 -1.92222 14.58391
H -15.50530 1.30348 12.58952
H -16.80732 0.17638 12.66002
H -16.06745 0.69821 14.12352
H -13.63636 -2.99176 10.14078
H -13.04076 -3.11113 11.81513
H -11.95448 -2.82717 10.33601
H -15.40401 -0.55467 10.06473
C -19.66671 7.24209 15.47846
C -19.38767 6.29005 14.32229
C -18.61978 7.09794 13.28481
C -18.07778 6.25250 12.12554
C -17.11370 5.19514 12.69995
C -17.71830 4.42653 13.87411
N -18.40934 5.30648 14.82152
O -18.87276 4.59492 15.94613
C -18.61843 3.24723 13.38123
C -16.49419 3.82910 14.56885
C -20.71876 5.74452 13.79102
H -18.76158 7.69155 15.88659
H -20.22929 6.81961 16.31834
H -20.40411 8.01155 15.22413
H -19.21187 7.88843 12.80897
H -17.80916 7.68295 13.72766
H -17.60531 6.85221 11.34611
H -18.93321 5.79969 11.61439
H -16.12079 5.62293 12.83544
H -17.01467 4.45542 11.89730
H -18.07760 2.44211 12.88907
H -19.23727 2.95401 14.22768
H -19.27194 3.68703 12.62346
H -16.85365 3.16383 15.36377
H -15.76664 3.32837 13.93339
H -15.88461 4.53653 15.14084
H -20.86625 6.09676 12.76542
H -21.56731 6.18566 14.31450
H -20.80221 4.66244 13.77243
H -18.28067 4.90322 16.64012
C -13.09348 5.44686 15.30610
C -11.79488 5.73302 14.51594
C -10.78591 4.70961 14.98763
C -10.85932 3.33263 14.37843
C -10.77886 3.45742 12.85743
C -11.96345 4.28976 12.34431
N -12.03810 5.60851 13.04784
O -13.12003 6.37733 12.61172
C -11.70541 4.57931 10.85470
C -13.27307 3.46953 12.51462
C -11.20969 7.10296 14.80638
H -13.37143 4.40137 15.20165
H -13.95160 6.00989 14.92276
H -13.02148 5.84169 16.32087
H -9.78778 5.15019 15.03159
H -11.05091 4.47191 16.02563
H -11.79926 2.87334 14.68686
H -10.07691 2.67283 14.75701
H -10.86257 2.43961 12.45421
H -9.81776 3.72813 12.41364
H -10.74347 5.09226 10.79856
H -11.59080 3.66684 10.26889
H -12.50835 5.19985 10.45834
H -13.28019 2.58286 11.87734
H -13.44554 3.17553 13.54436
H -14.07165 4.10968 12.13223
H -10.79580 7.26817 15.80330
H -11.89779 7.94035 14.64425
H -10.39067 7.37950 14.13483
H -12.71991 7.04908 12.04577
```

Atomic partial charges in e from the Löwdin method, atoms 1 to 5: -0.0268, -0.5187, -0.1564, -0.1854, -0.1252